DFT (wB97M-V/def2-TZVPD) results for a structure of composition C3H7NO.

Positions of all 12 atoms, in Å:
N -0.00884 1.80479 -0.90758
H -0.65662 2.50146 -1.25161
H 0.97074 1.91172 -1.12695
C 0.32771 -0.15603 0.63197
H -0.40423 -1.94668 -0.39664
H -1.23970 -0.13363 0.86642
C -0.43323 0.76516 -0.17681
O -1.70526 0.52939 -0.04322
C 0.51621 -1.57036 0.06887
H 1.31765 -1.63677 -0.68759
H 0.77958 -2.26467 0.87817
H 1.26203 0.24643 1.04649

**Molar mass**: 73.095 g/mol
**ΔE to the lowest compared entry with this formula, charge and spin**: 3.022 eV
**DFT total energy**: -6759.729 eV
**HOMO energy**: -7.8 eV
**Gap between HOMO and LUMO**: 8.51 eV